Entry 1:
This record from OMol25 describes 40 unconnected molecules or ions with the total composition H80O40. The level of theory is ωB97M-V/def2-TZVPD.

## Properties
**Net charge**: -1
**Total energy**: -3057.5130 Eh
**Molecular weight**: 720.60 g mol⁻¹
**Lowest unoccupied orbital energy (spin up / spin down)**: 1.6 / 1.5 eV
**<S²>**: 0.75
**Energy relative to the best compared isomer or geometry (same formula, charge and spin)**: 104.0 kJ/mol
**Multiplicity**: 2
**Kohn-Sham gap (spin up / spin down)**: 2.00 / 10.10 eV

Each line ends with the Löwdin charge.
Positions of all 120 atoms, in Å:
H  0.40389  -2.37272  5.42042  0.05
H  0.95858  -3.82661  5.20598  0.06
O  0.53693  -3.07674  4.77239  -0.07
H  3.36224  2.39855  -0.62102  0.02
H  2.43957  1.44771  -0.78761  0.05
O  2.70460  1.99144  -0.01896  -0.09
H  -2.26760  1.74050  0.70571  0.03
H  -1.14744  1.39647  -0.30160  0.04
O  -2.08290  1.22247  -0.10743  -0.11
H  -2.56598  -1.60237  5.39544  0.02
H  -1.42495  -2.48230  4.94854  -0.02
O  -2.00443  -2.32065  5.70382  -0.08
H  -1.09787  3.87394  -3.14059  0.03
H  0.11762  3.65816  -2.11034  0.00
O  -0.29873  4.22762  -2.74485  -0.04
H  0.44376  -4.41249  -1.32803  0.02
O  0.80259  -4.51532  -2.21719  -0.04
H  1.19326  -2.53270  3.19563  0.02
O  1.04000  -2.29315  2.25582  -0.08
H  -1.64568  -0.64782  -0.37047  -0.03
H  0.00365  -1.03935  -0.73648  0.00
O  -0.95762  -1.14898  -0.77184  -0.06
H  -5.25986  2.25005  -0.82084  -0.01
H  -5.97421  3.08629  -1.72812  0.04
O  -5.90420  2.14703  -1.52824  -0.06
H  -5.24827  -3.02981  0.54890  -0.01
H  -5.03651  -4.30023  -0.36136  0.02
O  -5.63559  -3.85686  0.23192  -0.07
H  -3.27838  3.66953  0.14499  0.03
H  -3.51964  2.61993  -0.89919  -0.02
O  -3.65335  3.55027  -0.73588  -0.04
H  -4.10738  -0.55026  -0.03835  0.01
O  -4.48161  -1.41153  -0.24549  -0.05
H  5.72709  -2.73315  -1.83630  0.00
H  5.70081  -1.71843  -3.03778  0.07
O  6.12184  -1.94223  -2.20485  -0.05
H  3.41632  0.72835  3.51612  0.00
H  3.02171  -0.53903  4.06117  0.00
O  3.09015  0.37655  4.35182  -0.09
H  -2.10469  4.33151  4.22334  0.02
H  -0.71292  4.55605  3.86822  0.01
O  -1.32133  4.76553  4.58755  -0.07
H  5.15223  3.81893  0.24603  0.01
H  4.39961  5.06638  0.84059  0.02
O  4.69940  4.63684  0.03258  -0.06
H  -2.14633  4.93584  -1.27288  -0.02
H  -0.93019  5.82399  -1.72417  0.00
O  -1.65416  5.74127  -1.10704  -0.07
H  2.83423  -2.84299  1.10037  0.00
H  2.03747  -4.02713  0.50416  0.01
O  2.73201  -3.79866  1.14801  -0.10
H  4.39806  -0.66954  -0.09229  0.04
O  4.25454  -0.41091  -1.02523  -0.10
H  3.40773  0.20029  1.05077  0.01
H  2.22546  -0.53840  1.66263  0.03
O  3.18628  -0.40912  1.76849  -0.07
H  -0.16251  1.25468  4.80743  0.04
O  -0.74289  1.35537  4.04324  -0.08
H  2.61149  -0.99274  -1.31864  0.03
H  1.51141  -1.87937  -1.92765  0.03
O  1.66928  -1.24782  -1.20835  -0.07
H  -3.11350  1.05168  -1.55946  0.02
H  -2.20178  0.35783  -2.46798  0.03
O  -3.10648  0.25869  -2.15333  -0.08
H  1.17412  1.94900  0.81835  -0.01
H  0.50711  2.73603  1.88894  0.03
O  0.32686  2.00258  1.28629  -0.06
H  -3.69811  2.33181  -3.36289  0.02
H  -3.73841  3.10601  -4.48835  0.06
O  -3.28223  3.17613  -3.63238  -0.06
H  1.56967  2.97285  -2.24740  -0.01
H  2.67244  3.93454  -1.53388  0.04
O  2.43132  3.37592  -2.27724  -0.04
H  2.83130  3.52371  1.76519  0.01
H  2.71606  4.33399  3.03872  0.05
O  2.49974  4.37080  2.10013  -0.06
H  -2.40060  -4.82935  1.49875  0.02
H  -2.41330  -4.82620  2.97258  0.05
O  -1.77870  -4.84087  2.24248  -0.08
H  6.02197  -3.51953  -0.01972  0.06
H  4.72616  -2.98432  0.74992  0.03
O  5.41152  -2.79296  0.10576  -0.05
H  -4.40346  1.59770  3.25820  0.04
H  -4.39712  0.64309  2.19376  0.02
O  -4.38774  1.60776  2.29010  -0.08
H  -2.19026  -3.01558  -0.00294  0.02
H  -1.05166  -3.84264  0.26244  -0.01
O  -1.87787  -3.90732  -0.23679  -0.07
H  -1.43731  4.03536  1.36193  0.07
O  -1.96986  3.31600  1.71392  -0.06
H  -2.05750  -0.70282  1.42505  0.01
H  -1.28339  0.45126  1.89745  0.01
O  -2.05674  -0.07964  2.16392  -0.09
H  5.06901  -0.91377  -1.32238  0.03
H  0.64123  -3.79902  -2.83801  0.03
H  -0.93160  0.44274  3.76446  0.00
H  0.09599  -2.16796  2.13460  0.02
H  -5.41641  -1.26466  -0.43766  0.06
H  -1.64313  2.85085  2.49433  0.02
O  0.73694  -5.03011  0.97369  -0.07
H  1.11429  -4.65390  1.77754  0.04
H  -0.19742  -5.22957  1.01580  0.01
O  -0.04936  0.82015  -2.21523  -0.05
H  -0.43359  1.15600  -3.02748  0.05
H  0.78017  0.32217  -2.21602  0.02
O  3.61124  -3.82236  -2.59133  -0.07
H  2.71087  -4.08449  -2.31434  0.00
H  4.08755  -4.17355  -1.82980  0.02
O  -4.63759  -0.38257  -4.30728  -0.10
H  -4.75910  -1.33887  -4.34164  0.02
H  -4.21579  -0.35365  -3.41733  -0.01
O  -1.00181  -1.03931  -5.78333  -0.05
H  -1.14538  -1.10732  -6.73040  0.05
H  -1.83433  -1.27959  -5.36648  0.04
O  5.23117  2.12233  -1.12330  -0.07
H  6.14278  2.33520  -1.37029  0.07
H  5.32332  1.14519  -1.13020  0.03
O  0.82529  -1.44511  -4.00172  -0.05
H  -0.08047  -1.15807  -3.90367  0.01
H  1.09727  -1.44435  -4.91714  0.04


Entry 2:
This record from OMol25 describes a single C5H10O molecule. The level of theory is ωB97M-V/def2-TZVPD.

## Properties
**Total energy**: -271.6025 Eh
**Molecular weight**: 86.13 g mol⁻¹
**Lowest unoccupied orbital energy**: 1.1 eV
**Energy relative to the best compared isomer or geometry (same formula, charge and spin)**: 394.2 kJ/mol
**Kohn-Sham gap**: 8.60 eV

Each line ends with the Löwdin charge.
Positions of all 16 atoms, in Å:
C  1.87263  0.04436  0.61160  -0.12
C  0.86563  0.98858  0.10912  -0.25
C  -0.16121  -0.32626  -1.27577  -0.08
C  -1.46128  -0.25769  -0.52779  -0.21
C  -1.18976  0.15523  0.92074  -0.19
O  -0.23898  1.20328  0.84490  -0.13
H  2.39012  0.58456  1.41292  0.08
H  2.60216  -0.19877  -0.16656  0.09
H  1.50303  -0.89327  1.04299  0.07
H  0.59084  0.96395  -1.04708  0.10
H  -0.25375  -0.13549  -2.34721  0.09
H  0.40062  -1.24549  -1.11529  0.08
H  -1.97676  -1.22521  -0.55222  0.12
H  -2.12124  0.48381  -0.98505  0.11
H  -0.81192  -0.68411  1.50864  0.11
H  -2.06291  0.56415  1.43118  0.12


Entry 3:
This record from OMol25 describes a single C5H9OP molecule. The level of theory is ωB97M-V/def2-TZVPD.

## Properties
**Structure (SMILES)**: C[C@H]1C[C@]1(C)P=O
**Total energy**: -612.4411 Eh
**Molecular weight**: 116.10 g mol⁻¹
**Lowest unoccupied orbital energy**: -0.1 eV
**Energy relative to the best compared isomer or geometry (same formula, charge and spin)**: 146.4 kJ/mol
**Kohn-Sham gap**: 8.91 eV

Each line ends with the Löwdin charge.
Positions of all 16 atoms, in Å:
C  -1.50850  0.72218  -1.00306  -0.08
C  -0.29665  1.04863  -0.21305  -0.26
C  -0.19541  0.74012  1.25766  -0.13
C  0.71059  -0.20656  0.41434  -0.55
C  0.45794  -1.65525  0.24142  -0.09
P  2.37252  0.48190  0.15595  0.90
O  3.09902  -0.52588  -0.61506  -0.48
H  -2.36697  1.37533  -0.81642  0.09
H  -1.98848  -0.21265  -0.71246  0.08
H  -1.26598  0.87767  -1.98962  0.05
H  0.30281  1.86377  -0.64375  0.10
H  0.48331  1.33490  1.89518  0.09
H  -0.90821  0.20563  1.75134  0.08
H  -0.38887  -1.77842  -0.46627  0.09
H  0.28895  -2.29211  1.11477  0.09
H  1.20395  -1.97927  -0.37095  0.02


Entry 4:
This record from OMol25 describes a molecular structure, C42H90F2N7O9PbS2. The level of theory is ωB97M-V/def2-TZVPD.

## Properties
**Net charge**: +5
**Total energy**: -3901.4717 Eh
**Molecular weight**: 1146.55 g mol⁻¹
**Lowest unoccupied orbital energy**: -13.9 eV
**Kohn-Sham gap**: 6.93 eV

Each line ends with the Löwdin charge.
Positions of all 153 atoms, in Å:
Pb  2.39337  0.04370  -3.99320  1.73
N  0.17234  0.75674  -0.90096  -0.57
O  0.99625  0.59297  -1.83827  -0.27
O  -0.17309  1.92560  -0.68439  -0.02
O  -0.43064  -0.15980  -0.36052  0.01
C  4.74165  -6.14744  1.14993  0.02
C  3.77915  -5.88406  -0.01081  -0.41
C  2.63131  -6.93215  -0.05435  -0.11
C  1.45177  -6.70991  0.86270  -0.15
C  0.96018  -5.23799  0.73741  -0.14
C  1.98160  -4.13324  0.87053  -0.43
N  3.25691  -4.45406  0.04217  0.07
O  4.06668  -3.53923  -0.12462  0.20
C  2.35325  -4.00186  2.35852  0.02
C  1.50818  -2.83795  0.27430  -0.04
C  4.51552  -5.95906  -1.37185  0.00
H  4.22354  -6.13354  2.10783  0.09
H  5.51971  -5.39691  1.31322  0.11
H  5.36482  -7.01920  0.95612  0.12
H  3.04091  -7.89208  0.25799  0.15
H  2.20901  -6.92709  -1.05889  0.13
H  1.61696  -6.89891  1.92408  0.12
H  0.64393  -7.36844  0.54598  0.13
H  0.08341  -5.11574  1.37522  0.13
H  0.50901  -5.08786  -0.25114  0.11
H  3.18554  -3.29684  2.38506  0.10
H  2.55383  -4.91498  2.91801  0.09
H  1.56160  -3.60633  2.99754  0.10
H  1.27145  -2.95236  -0.78669  0.10
H  2.26440  -2.05663  0.29812  0.06
H  0.59329  -2.44488  0.71726  0.09
H  5.03278  -6.92113  -1.35843  0.11
H  5.27683  -5.21324  -1.58716  0.10
H  3.82551  -6.12057  -2.20027  0.09
C  3.06825  6.20682  1.79504  0.03
C  4.19248  5.26315  1.27232  -0.40
C  3.72041  3.78444  1.34049  -0.13
C  2.63474  3.44028  0.31033  -0.17
C  3.22293  3.66766  -1.05508  -0.14
C  3.75385  5.08635  -1.37346  -0.43
N  4.49120  5.59768  -0.18852  0.07
O  5.21866  6.59935  -0.32343  0.25
C  2.48955  5.93529  -1.62101  0.01
C  4.64524  5.07395  -2.62360  0.02
C  5.49841  5.42899  2.11128  0.02
H  2.59223  5.68163  2.62141  0.10
H  2.29097  6.30597  1.03869  0.07
H  3.42510  7.19792  2.06590  0.11
H  3.28095  3.66300  2.33317  0.11
H  4.54095  3.06593  1.37506  0.13
H  1.77234  4.03264  0.61540  0.11
H  2.47310  2.36687  0.41596  0.11
H  2.54189  3.34093  -1.84372  0.12
H  4.08947  3.01806  -1.20571  0.09
H  1.73484  5.90643  -0.83621  0.07
H  1.99857  5.50126  -2.49178  0.10
H  2.67768  6.98756  -1.83512  0.11
H  4.07470  4.71723  -3.47832  0.11
H  5.45255  4.39079  -2.36253  0.07
H  5.08350  6.04700  -2.83754  0.11
H  5.31934  5.03329  3.10969  0.11
H  5.89162  6.44057  2.06120  0.10
H  6.25151  4.75307  1.70113  0.10
C  -4.34640  3.76380  0.45805  -0.08
C  -3.31552  3.15139  -0.45334  -0.26
C  -3.87113  3.31751  -1.87005  -0.09
N  -3.00232  2.65979  -2.95342  -0.21
C  -2.93652  1.17695  -2.63423  0.00
C  -3.54135  2.87930  -4.39950  -0.08
C  -3.08668  4.25218  -4.80097  -0.15
C  -1.65106  4.24791  -4.29163  -0.14
C  -1.58468  3.30802  -3.05187  -0.07
H  -4.14513  3.73018  1.52757  0.08
H  -5.27708  3.21626  0.29992  0.09
H  -4.50922  4.80556  0.17801  0.10
H  -3.28394  2.07712  -0.24932  0.08
H  -2.29920  3.47131  -0.22320  0.10
H  -3.81818  4.39865  -1.99560  0.15
H  -4.85519  2.85538  -1.89177  0.15
H  -3.95515  0.79296  -2.62618  0.12
H  -2.45136  1.00410  -1.67652  0.06
H  -2.33232  0.71016  -3.41067  0.10
H  -3.14255  2.11224  -5.06170  0.14
H  -4.62810  2.80559  -4.35873  0.14
H  -3.11211  4.41902  -5.87591  0.14
H  -3.61035  5.07937  -4.32198  0.13
H  -1.07814  3.89012  -5.14885  0.12
H  -1.28093  5.24547  -4.06151  0.12
H  -0.79446  2.56824  -3.16149  0.10
H  -1.33355  3.90711  -2.18038  0.11
C  -7.49998  -6.57130  -1.16512  -0.06
C  -6.34380  -5.87136  -0.39827  -0.21
C  -5.37458  -5.30786  -1.46141  -0.10
N  -4.12967  -4.66761  -0.80969  -0.27
C  -3.19594  -5.65381  -0.10654  0.07
C  -4.53464  -3.57281  0.16953  -0.07
C  -3.38308  -2.50735  0.14360  -0.15
C  -2.71294  -2.62907  -1.21208  -0.15
C  -3.44011  -3.84554  -1.88809  -0.07
H  -8.31763  -6.78647  -0.48117  0.09
H  -7.15234  -7.39570  -1.78395  0.09
H  -7.91025  -5.82873  -1.85374  0.08
H  -5.85947  -6.56883  0.28619  0.11
H  -6.76180  -5.08038  0.22445  0.11
H  -5.76104  -4.44557  -2.00226  0.13
H  -5.00206  -6.03433  -2.18302  0.15
H  -2.69828  -6.25263  -0.86519  0.12
H  -3.74045  -6.23574  0.63177  0.11
H  -2.53616  -4.94771  0.39653  0.09
H  -4.60106  -4.02458  1.15546  0.14
H  -5.41894  -3.11514  -0.26862  0.14
H  -2.68175  -2.73266  0.94829  0.10
H  -3.69065  -1.47772  0.32066  0.10
H  -1.66460  -2.79503  -0.95153  0.09
H  -2.65894  -1.64542  -1.67498  0.09
H  -2.86950  -4.51890  -2.52358  0.14
H  -4.12190  -3.24217  -2.48669  0.13
C  -4.10430  0.24623  2.69773  -0.08
C  -2.60586  0.08795  3.09452  -0.21
C  -1.75054  1.31182  2.82966  -0.07
N  -0.40332  1.27207  3.63240  -0.24
C  0.39036  0.06843  3.21019  0.01
C  -0.58418  1.33433  5.15535  -0.06
C  -0.96736  2.80942  5.45156  -0.11
C  0.04553  3.53988  4.53917  -0.13
C  0.40169  2.58038  3.36929  -0.08
H  -4.58410  -0.73205  2.76195  0.08
H  -4.32839  0.47489  1.65202  0.05
H  -4.66052  0.94444  3.32113  0.09
H  -2.21737  -0.77503  2.54984  0.08
H  -2.76788  -0.29800  4.10175  0.12
H  -2.28942  2.18183  3.20457  0.13
H  -1.43204  1.46622  1.79971  0.11
H  -0.20432  -0.84072  3.24795  0.09
H  1.29097  -0.09661  3.80056  0.11
H  0.75097  0.24115  2.19559  0.09
H  0.28540  0.90454  5.64637  0.15
H  -1.43762  0.67003  5.28623  0.12
H  -0.89159  3.12162  6.49132  0.14
H  -1.97911  3.08844  5.15981  0.11
H  0.96393  3.73504  5.08900  0.12
H  -0.46583  4.45379  4.24170  0.12
H  1.47922  2.41993  3.36708  0.12
H  0.15651  2.86002  2.34422  0.11
N  4.29021  0.48390  -2.56815  -0.47
S  4.95094  -0.17951  -1.31153  0.44
O  5.29544  0.69050  -0.23450  -0.21
O  5.62125  -1.43551  -1.48441  -0.21
F  3.49432  -0.73785  -0.79141  -0.26
S  5.82341  1.15459  -3.06107  0.54
O  6.78707  0.25749  -3.58624  -0.16
O  6.30476  2.27207  -2.32875  -0.21
F  5.23792  1.84339  -4.40138  -0.20